The following is a quantum chemistry calculation of C10H14N4O5 in the gas phase in a non-equilibrium geometry, from OMol25.

Values from the calculation:
Gap between HOMO and LUMO in Ha: 0.3177
SMILES: N[C@@H](Cc1c[nH]cn1)C(=O)N[C@@H](CC(=O)O)C(=O)O
E_tot in a.u.: -984.619223
HOMO in hartree: -0.3073

Last column: Mulliken charge in e.
Atoms and positions in Å:
C  -2.19  -1.45  -0.42  -0.439
C  -0.73  -1.77  0.18  0.589
C  -2.73  -0.05  0.25  -0.901
C  -2.28  1.23  -0.17  0.765
C  -1.76  2.10  0.90  -0.578
C  -0.98  2.63  -1.13  -0.485
C  1.61  -0.78  0.28  -0.381
C  1.74  0.73  0.98  0.442
C  2.65  -0.90  -0.80  -0.988
C  4.06  -0.50  -0.24  0.744
H  -3.29  -3.35  -0.86  0.280
H  -2.64  -3.00  0.71  0.377
H  -2.08  -1.40  -1.45  0.592
H  -2.61  -0.15  1.29  0.219
H  -3.81  -0.23  -0.06  0.325
H  -2.00  2.32  1.96  0.404
H  -0.65  3.12  -2.10  0.368
H  -0.64  3.85  0.67  0.253
H  -0.11  -0.10  -0.77  0.284
H  1.81  -1.45  1.04  0.572
H  2.43  -1.95  -1.13  0.326
H  2.45  -0.14  -1.51  0.520
H  4.67  -0.55  -2.14  0.381
H  1.08  1.41  2.71  0.387
N  -3.23  -2.53  -0.14  -0.741
N  -1.86  1.54  -1.35  -0.615
N  -0.94  2.97  0.20  0.067
N  0.13  -0.74  -0.06  -0.003
O  -0.63  -2.77  0.91  -0.722
O  2.02  1.68  0.32  -0.522
O  4.27  -0.04  0.90  -0.535
O  5.04  -0.29  -1.21  -0.500
O  1.20  0.58  2.23  -0.484

The following is a quantum chemistry calculation of 2 unconnected molecules or ions with the total composition C10H14NO2 in a non-equilibrium geometry, from OMol25.

Values from the calculation:
Gap between HOMO and LUMO (spin up / spin down) in Ha: 0.3089 / 0.3495
Expectation value of S²: 0.754
E_tot in a.u.: -594.642476
Spin multiplicity: 2
HOMO (spin up / spin down) in hartree: -0.2813 / -0.3348

Last column: Mulliken charge in e.
Atoms and positions in Å:
C  -0.37  -3.42  -0.57  -0.447
C  1.16  -3.42  -0.59  -0.453
C  1.58  -1.95  -0.47  0.286
O  2.68  -1.45  -0.56  -0.594
N  0.39  -1.26  -0.25  0.184
C  -0.80  -1.97  -0.41  0.334
O  -1.91  -1.48  -0.41  -0.593
H  -0.79  -3.82  -1.51  0.281
H  -0.76  -4.02  0.26  0.262
H  1.55  -3.97  0.27  0.245
H  1.57  -3.84  -1.51  0.274
H  0.40  -0.25  -0.23  0.163
C  0.54  1.84  -0.66  -0.980
C  -0.88  2.11  -0.86  -0.367
C  -1.75  1.82  0.41  -0.501
C  -1.05  2.15  1.69  -0.229
C  0.28  2.25  1.79  -0.458
C  1.23  2.21  0.58  -0.405
H  1.13  1.44  -1.48  0.519
H  -1.04  3.17  -1.15  0.336
H  -1.29  1.46  -1.66  0.234
H  -2.70  2.38  0.33  0.369
H  -2.06  0.76  0.37  0.158
H  -1.71  2.24  2.56  0.342
H  0.76  2.37  2.76  0.354
H  2.03  1.47  0.81  0.307
H  1.79  3.17  0.47  0.378

The following is a quantum chemistry calculation of 2 unconnected molecules or ions with the total composition C10H14NO2 in a non-equilibrium geometry, from OMol25.

Values from the calculation:
Gap between HOMO and LUMO (spin up / spin down) in Ha: 0.2967 / 0.2967
Net charge: +1
E_tot in a.u.: -594.161401
HOMO (spin up / spin down) in hartree: -0.4703 / -0.4703

Last column: Mulliken charge in e.
Atoms and positions in Å:
C  -3.11  -1.26  0.25  -0.368
C  -2.63  -0.51  -0.84  -0.291
C  -2.28  -1.57  1.27  -0.632
C  -1.32  -0.10  -0.95  -0.271
C  -0.83  -1.34  1.23  -0.185
C  -0.40  -0.57  0.01  -0.120
C  -0.26  2.99  -1.09  -0.518
C  -0.65  2.99  0.04  -0.204
C  2.37  -0.46  -1.80  -0.672
C  2.46  0.45  1.56  -0.544
N  0.85  -0.22  -0.05  0.792
O  1.44  0.34  -1.15  -0.232
O  1.75  -0.57  0.93  -0.335
H  -4.18  -1.63  0.30  0.345
H  -3.42  -0.16  -1.58  0.356
H  -2.57  -2.15  2.19  0.345
H  -1.03  0.58  -1.79  0.367
H  -0.20  -2.27  1.26  0.395
H  0.14  3.05  -2.12  0.380
H  -0.57  -0.81  2.17  0.345
H  -1.11  3.00  1.03  0.394
H  1.76  -1.14  -2.55  0.270
H  3.18  -0.92  -1.22  0.301
H  2.97  0.20  -2.48  0.290
H  1.74  1.38  1.81  0.235
H  3.34  0.75  0.98  0.279
H  2.57  -0.03  2.60  0.278

The following is a quantum chemistry calculation of a gas-phase ion, C10H14NO3 (charge +1) in a non-equilibrium geometry, from OMol25.

Values from the calculation:
Gap between HOMO and LUMO in Ha: 0.3659
Net charge: +1
SMILES: COC(=O)[C@@]([NH3+])(OC)c1ccccc1
E_tot in a.u.: -669.620204
HOMO in hartree: -0.4814

Last column: Mulliken charge in e.
Atoms and positions in Å:
C  3.99  -0.45  0.02  -0.396
C  3.06  -1.32  -0.42  -0.574
C  3.66  0.77  0.64  -0.865
C  1.76  -1.00  -0.30  -0.365
C  2.34  1.14  0.60  -0.148
C  1.38  0.22  0.19  0.101
C  -1.01  -0.55  0.71  0.416
C  -2.55  -2.33  0.22  -0.777
C  -1.64  2.35  0.91  -0.617
C  -0.08  0.61  0.08  1.050
N  -0.44  0.53  -1.48  -0.276
O  -1.08  -0.68  1.88  -0.497
O  -1.74  -1.19  -0.18  -0.329
O  -0.35  1.86  0.48  -0.369
H  4.98  -0.96  0.02  0.325
H  3.32  -2.29  -0.93  0.345
H  4.24  1.61  0.87  0.410
H  1.09  -1.73  -0.73  0.215
H  2.11  2.18  0.75  0.416
H  -1.90  -3.14  0.53  0.334
H  -3.32  -2.53  -0.54  0.279
H  -3.09  -2.08  1.09  0.360
H  -1.87  3.37  0.42  0.274
H  -1.78  2.31  1.99  0.298
H  -2.35  1.56  0.56  0.291
H  -0.36  -0.44  -1.61  0.343
H  0.23  1.06  -2.19  0.365
H  -1.41  0.85  -1.63  0.393

The following is a quantum chemistry calculation of 2 unconnected molecules or ions with the total composition C10H14NO3P in a non-equilibrium geometry, from OMol25.

Values from the calculation:
Gap between HOMO and LUMO (spin up / spin down) in Ha: 0.3240 / 0.2675
E_tot in a.u.: -1011.138751
HOMO (spin up / spin down) in hartree: -0.3423 / -0.2899

Last column: Mulliken charge in e.
Atoms and positions in Å:
C  -4.65  -0.40  1.08  -0.284
C  -4.02  0.61  1.82  -0.792
C  -4.05  -1.00  0.02  -0.573
C  -2.70  0.97  1.45  -0.292
C  -2.76  -0.62  -0.36  -0.092
C  -2.07  0.34  0.38  0.339
C  -0.62  0.75  0.16  0.426
C  0.95  2.48  0.70  -0.875
C  3.20  -2.50  0.11  -0.573
C  3.06  -0.42  -2.57  -0.930
N  0.06  0.03  -0.58  -0.476
O  3.77  1.36  -0.59  -0.586
O  -0.33  1.90  0.85  -0.338
O  3.51  -1.10  0.17  -0.364
P  3.00  0.15  -0.81  0.827
H  -5.60  -0.55  1.47  0.397
H  -4.44  1.22  2.56  0.441
H  -4.57  -2.01  -0.28  0.220
H  -1.96  1.49  2.04  0.435
H  -2.30  -1.16  -1.18  0.400
H  1.12  2.64  -0.36  0.410
H  1.65  2.07  1.37  0.339
H  0.73  3.56  0.96  0.243
H  3.81  -2.73  -0.85  0.248
H  2.15  -2.46  -0.08  0.285
H  3.63  -2.93  1.02  0.214
H  2.52  -1.43  -2.66  0.296
H  2.73  0.39  -3.12  0.339
H  4.18  -0.65  -2.73  0.317

The following is a quantum chemistry calculation of C10H14OS in the gas phase in a non-equilibrium geometry, from OMol25.

Values from the calculation:
Gap between HOMO and LUMO in Ha: 0.3107
SMILES: CC(C)(C)C1=CC=C[C@H]2S[C@@]12O
E_tot in a.u.: -862.774517
HOMO in hartree: -0.2964

Last column: Mulliken charge in e.
Atoms and positions in Å:
C  -2.10  -2.14  -0.35  -0.755
C  -0.82  -1.59  0.03  -0.412
C  -3.21  -1.34  -0.56  -0.533
C  -0.55  -0.23  -0.06  -0.261
C  -3.15  0.09  -0.43  -0.892
C  -1.72  0.71  -0.31  0.817
C  0.89  1.83  0.41  -2.290
C  1.77  -0.04  -0.96  -1.520
C  1.44  -0.44  1.42  -1.678
C  0.85  0.33  0.20  2.427
O  -1.46  1.83  -1.07  -0.583
S  -2.74  0.89  1.14  -0.208
H  -2.34  -3.16  -0.42  0.399
H  0.00  -2.20  0.32  0.388
H  -4.18  -1.85  -0.71  0.333
H  -3.81  0.65  -1.01  0.556
H  0.23  2.15  1.14  0.458
H  1.84  2.08  0.49  0.710
H  0.37  2.21  -0.49  0.410
H  1.54  0.32  -2.03  0.270
H  1.78  -1.12  -1.07  0.405
H  2.77  0.25  -0.80  0.467
H  2.22  0.21  1.87  0.415
H  1.82  -1.52  1.18  0.276
H  0.61  -0.67  2.08  0.424
H  -1.86  2.65  -0.71  0.377